1.
13
Properties=species:S:1:pos:R:3:forces:R:3 method="wB97M-V/def2-TZVPD" homo_lumo_gap_ev=8.4 lumo_ev=-0.23 homo_energy_ev=-8.7 total_charge=0 largest_force_ev_per_a=5.56 spin_multiplicity=1 smiles="S=C1CNC(=S)NN1" de_lowest_kj_mol=300.5
S -3.0660 -0.2138 -0.2223 1.58 0.36 0.15
S 3.1395 -0.1841 -0.1056 -2.11 0.68 -0.17
N 0.5772 0.9036 -0.7645 1.18 2.58 4.79
N 0.7142 -1.1024 0.2295 0.33 -3.31 -0.04
N -0.6384 -1.1499 -0.1084 0.53 -4.69 -1.45
C -0.5573 1.1225 0.4389 -3.39 0.40 -2.82
C -1.3846 -0.1168 0.0099 -3.28 2.53 0.78
C 1.4323 -0.0741 -0.1573 1.68 2.02 -1.97
H 1.1830 1.7332 -0.6284 -0.53 -0.05 -1.02
H 1.2924 -1.8824 -0.1252 -1.04 -0.38 1.09
H -1.3535 2.1290 0.4622 2.90 -2.88 -0.78
H -0.3140 0.9319 1.4712 1.19 0.17 0.27
H -1.0248 -2.0968 -0.4999 0.94 2.57 1.18

***

2.
15
Properties=species:S:1:pos:R:3:forces:R:3 method="wB97M-V/def2-TZVPD" homo_lumo_gap_ev=9.5 lumo_ev=1.22 homo_energy_ev=-8.3 total_charge=0 largest_force_ev_per_a=1.59 spin_multiplicity=1 smiles="C=CCNC=C" de_lowest_kj_mol=194.7
N 0.3008 0.6279 -0.0602 0.47 -0.14 -0.94
C 0.6465 -2.8787 -0.0391 0.21 1.39 0.74
C -0.3882 -0.6582 0.0925 -1.16 0.49 -0.38
C -0.2094 1.7443 0.5922 0.37 -0.82 0.49
C 0.3212 -1.7463 -0.6483 0.75 0.06 -0.12
C -0.2742 2.9473 0.0463 -0.78 0.55 0.13
H 0.2306 0.8558 -1.0473 0.56 -0.20 -0.07
H -0.8201 3.7355 0.5446 0.43 0.15 0.23
H -0.4214 1.5138 1.6295 -0.48 0.40 0.10
H 0.0488 3.1541 -0.9639 -0.02 -0.17 -0.14
H 1.4884 -3.4937 -0.3149 -0.51 -0.58 -0.37
H 0.7078 -1.4999 -1.6327 -0.04 0.01 -0.07
H -1.3990 -0.4881 -0.3089 -0.18 -0.44 0.13
H 0.2584 -2.8657 0.9744 0.31 -0.92 0.15
H -0.4903 -0.9482 1.1360 0.08 0.22 0.12

***

3.
19
Properties=species:S:1:pos:R:3:forces:R:3 method="wB97M-V/def2-TZVPD" homo_lumo_gap_ev=8.7 lumo_ev=-4.26 homo_energy_ev=-13.0 total_charge=+1 largest_force_ev_per_a=3.73 spin_multiplicity=1 smiles="N/C(=N/N=[NH2+])c1[nH]cnc1N" de_lowest_kj_mol=112.9
N -1.6269 -2.4063 1.1119 1.05 -1.53 1.29
N 1.4031 1.7592 -0.6999 -2.02 -2.25 0.11
N -0.5539 -0.5686 1.5233 0.23 -1.23 -0.27
N -0.7909 -1.0415 -1.4174 0.95 -0.24 -2.94
N 1.0922 0.2153 -2.2755 -1.33 1.02 -0.25
N -1.4198 -1.1815 0.8439 -0.78 1.19 0.41
N 0.3146 1.2888 2.2115 1.24 1.43 -1.51
C 0.0192 0.5905 1.1184 0.05 -0.60 0.74
C 0.4634 0.7860 -0.2015 -0.16 1.04 -0.16
C 0.1790 -0.0318 -1.3069 0.77 -0.61 0.17
C 1.6763 1.3646 -1.9299 -1.29 -3.41 0.81
H -0.4864 -1.6686 -2.2617 -0.96 1.59 1.86
H 1.0314 1.9742 2.2901 0.25 0.50 -0.32
H -2.4934 -2.7023 0.7281 -0.40 -0.82 -0.26
H -1.0055 -3.0687 1.6837 -1.09 1.68 -0.88
H 1.8722 2.4406 -0.1927 0.75 1.45 0.89
H -0.2492 1.1862 2.9956 -0.91 -0.62 1.54
H 2.3177 1.7036 -2.6263 2.38 2.08 -1.61
H -1.7430 -0.6395 -1.5945 1.27 -0.68 0.38

***

4.
15
Properties=species:S:1:pos:R:3:forces:R:3 method="wB97M-V/def2-TZVPD" homo_lumo_gap_ev=9.7 lumo_ev=0.89 homo_energy_ev=-8.8 total_charge=0 largest_force_ev_per_a=2.87 spin_multiplicity=1 smiles=NCN.CS de_lowest_kj_mol=155.1
S -2.1341 -0.2138 0.5653 1.96 -1.10 1.39
N 2.8145 0.3048 -1.9654 0.36 2.38 -0.98
N 1.2685 0.3231 -0.0949 -1.20 1.20 -1.08
C -1.6342 0.0767 2.3631 -1.51 0.63 -0.48
C 1.6265 -0.2803 -1.3986 -0.80 0.41 -2.48
H -2.3375 0.8205 2.7838 0.42 -0.12 -0.43
H 0.7618 -0.0445 -2.1341 1.09 -0.55 1.36
H -1.8186 -0.8038 2.9659 0.33 -0.34 -0.17
H 0.5661 1.0772 -0.4021 1.02 -1.63 1.00
H 2.6278 0.6010 -2.9122 -0.15 0.72 -0.05
H 3.5032 -0.3696 -2.1400 1.27 -1.16 0.31
H -1.0375 -1.1062 0.4428 -1.40 1.07 -0.27
H 2.0308 0.9310 0.2407 0.05 -0.89 -0.36
H -0.6233 0.4529 2.4373 0.16 -0.11 -0.10
H 1.9370 -1.3108 -1.6909 -1.59 -0.51 2.33

***

5.
121
Properties=species:S:1:pos:R:3:forces:R:3 method="wB97M-V/def2-TZVPD" homo_lumo_gap_ev=6.3 lumo_ev=3.25 homo_energy_ev=-3.0 total_charge=-2 largest_force_ev_per_a=9.64 spin_multiplicity=1 de_lowest_kj_mol=276.8
Cs 0.4708 1.0057 -0.5717 0.30 -2.94 -0.72
I 8.2614 -2.0771 -0.6141 0.08 -0.02 -0.03
S 2.7300 3.6722 0.2244 -0.25 -0.20 0.01
S 0.2305 4.3359 0.9667 0.14 -0.17 0.37
F 3.4942 5.3512 -1.6363 0.08 0.08 -0.11
F 4.9675 3.8930 -1.0107 0.21 0.02 -0.10
F -5.7222 2.0816 2.6902 0.02 -0.06 0.04
F -0.2233 4.6017 -1.6011 -0.09 -0.05 -0.17
F -4.4315 -2.8911 4.4454 0.01 -0.01 -0.06
F -2.0031 4.4677 -0.3591 -0.19 0.05 -0.07
F -0.8319 6.2846 -0.3917 -0.04 0.16 -0.10
F -4.7191 0.3080 0.9613 4.44 -0.63 8.53
F 4.5173 5.5904 0.2580 0.14 0.15 0.00
F -5.3866 -1.1089 6.1391 -0.01 0.07 0.00
O -1.7374 2.0453 -1.7900 -0.17 0.23 -0.19
O 3.3807 3.1212 1.3754 -0.05 0.04 -0.16
O 2.2920 2.7637 -0.8172 1.47 1.49 0.15
O -0.3153 5.0713 2.0682 0.14 -0.06 0.01
O 0.1198 2.8852 0.9494 -0.64 2.71 1.58
O -0.5371 -1.0715 -1.6945 -0.83 -1.15 -0.63
N 1.4917 -0.5215 -3.5078 0.16 0.00 0.02
N -4.2214 -2.0860 -0.5883 -0.02 0.23 -4.88
N -4.1309 -2.2295 1.6539 0.26 -0.14 5.41
N 4.5451 -2.1946 6.2152 -0.08 -0.05 -0.03
N -1.0222 -4.2160 1.4889 0.04 -0.37 0.09
N 2.2545 -1.6248 2.3435 0.16 0.11 0.06
N 4.3006 -1.1296 0.3404 0.22 0.06 -0.10
N 2.8179 -2.6540 4.5063 -0.21 -0.20 0.09
N 4.4168 -0.2671 -0.6773 0.16 -0.20 0.11
N 1.6742 4.8179 0.5527 0.09 -0.26 0.21
N 0.4922 2.0627 -3.6914 0.11 0.33 0.11
N -5.3302 0.6165 -0.9335 -1.01 0.57 -5.40
C 2.5498 1.3014 -4.8049 -0.09 -0.04 0.09
C -4.2010 1.0990 -1.4557 -1.04 -0.24 0.11
C -2.4011 1.8540 -2.8064 -0.22 0.04 -0.18
C -5.4201 -2.4554 -1.3274 -0.07 0.11 0.08
C -5.5818 0.5443 4.4774 -0.09 0.23 0.01
C -4.5653 1.2617 -3.9585 0.14 -0.02 0.45
C -1.8745 2.1355 -4.1557 0.31 0.11 0.22
C -5.3984 0.8576 3.1448 -0.03 0.21 -0.13
C -3.3496 -3.3933 -6.0130 0.03 0.04 0.04
C 2.5715 -2.0495 3.3859 0.25 -0.08 0.19
C -0.6114 -1.6521 -3.9911 0.28 0.09 -0.15
C -4.7270 -1.6644 3.9720 -0.13 0.23 0.57
C -3.3373 -3.4518 1.8255 -0.47 0.41 0.32
C -6.3898 -0.0861 -1.6514 0.35 0.41 -0.25
C 2.7548 0.0014 -4.0143 -0.27 0.14 -0.06
C 0.7381 -1.1411 -4.3105 -0.15 -0.13 0.22
C -4.0590 1.5898 -5.1661 0.35 0.18 -0.19
C -4.5443 -1.3650 2.6191 0.59 -1.14 -0.64
C -1.1805 -1.5516 -2.6550 0.14 -0.10 0.18
C 5.6540 -0.4299 -1.1245 -0.03 -0.05 0.04
C -5.2264 -0.7314 4.8586 0.11 -0.34 -0.01
C 6.3297 -1.4115 -0.3731 -0.11 0.11 -0.05
C -0.0322 -3.6015 0.6177 0.33 -0.20 -0.17
C -4.8869 -0.0545 2.2554 -0.35 -0.28 1.58
C -4.8695 1.5206 -6.4322 0.07 -0.01 0.00
C -3.1876 -2.6606 -3.5972 -0.01 -0.08 -0.17
C 0.4164 -4.4943 -0.5311 -0.09 0.10 -0.07
C -1.4990 -6.1271 2.9998 -0.11 0.03 -0.02
C -1.8503 -3.2066 2.1221 -0.28 -0.06 0.26
C -0.4572 2.5357 -4.3690 -0.17 -0.20 0.08
C 3.7472 -2.3631 5.3847 -0.02 0.22 -0.34
C -2.6874 2.0332 -5.2273 -0.37 -0.09 -0.28
C -0.4524 -5.1985 2.4028 -0.04 0.22 0.05
C -3.0720 -1.9278 -1.1493 0.21 -0.13 -0.91
C -1.3299 -2.2319 -5.0107 0.06 0.05 -0.05
C -0.7684 4.9493 -0.4421 0.12 -0.13 0.04
C -2.6227 -2.7579 -4.8541 -0.05 0.00 0.17
C 5.4203 -1.8352 0.5705 -0.10 0.09 -0.12
C -5.9336 -1.3899 -2.3048 0.15 0.10 0.01
C 1.8579 2.4339 -4.0354 -0.07 -0.32 0.02
C 3.9989 4.7016 -0.5850 -0.19 0.06 0.00
C -2.5360 -2.0639 -2.5080 -0.21 -0.01 0.69
C -3.7925 1.3756 -2.7487 0.09 0.03 -0.41
H -2.1769 -5.5923 3.6713 0.02 -0.01 -0.05
H -5.0415 2.5175 -6.8513 0.01 -0.03 0.00
H -1.5891 -2.2204 1.7321 0.00 -0.01 0.08
H -3.4499 1.3304 -0.7062 0.04 0.05 -0.01
H 2.4004 2.6078 -3.1054 -0.04 0.08 0.00
H -2.2975 -1.5846 -0.4636 0.05 0.05 0.04
H -5.8427 1.0625 -6.2483 0.02 0.01 0.00
H -0.8598 -2.2843 -5.9937 -0.03 0.00 0.04
H -4.1687 -3.0969 -3.4603 -0.03 0.05 -0.02
H 3.5309 1.6611 -5.1302 -0.01 0.01 -0.03
H -2.7816 -4.2205 -6.4494 0.00 0.01 0.02
H -6.7823 -1.8120 -2.8530 0.01 0.01 -0.03
H 1.0573 -1.3289 -5.3524 -0.03 -0.03 -0.05
H -4.3156 -3.7894 -5.6928 0.01 0.01 0.00
H 0.9568 -3.8891 -1.2639 -0.01 -0.04 0.04
H -6.2029 -2.6323 -0.5814 -0.02 -0.05 0.08
H -0.4533 -4.9373 -1.0249 0.03 0.02 0.00
H -0.5160 -2.7196 0.2290 0.12 0.24 -0.53
H 1.9592 1.0831 -5.7022 0.04 0.00 -0.03
H 3.2615 -0.7255 -4.6644 0.00 -0.04 -0.03
H 0.1037 -4.7014 3.2136 0.07 -0.01 0.01
H -3.7815 -4.0846 2.5894 -0.03 -0.15 -0.02
H -0.2769 3.2307 -5.2058 -0.02 0.01 -0.06
H -5.9747 1.2609 5.1830 0.02 -0.01 -0.04
H 3.4535 -1.1822 0.9041 -0.32 -0.01 0.17
H -2.0963 -6.5795 2.2036 0.02 0.00 0.04
H 6.0185 0.1525 -1.9569 0.00 -0.03 0.03
H -6.8044 0.5863 -2.4010 -0.22 -0.07 -0.11
H 1.0809 -5.3003 -0.2086 -0.04 0.02 0.03
H -5.2396 0.3599 0.0392 -2.74 0.32 -4.00
H -3.5405 -2.6757 -6.8181 0.00 -0.01 0.03
H -2.2727 2.2737 -6.2062 -0.05 0.00 0.02
H -5.5894 0.9184 -3.9148 -0.03 -0.02 0.03
H -1.0221 -6.9216 3.5780 0.00 0.02 0.01
H -7.1843 -0.2816 -0.9306 -0.05 -0.03 0.11
H -4.3594 0.9318 -7.2004 -0.02 0.00 0.02
H 1.8971 3.3524 -4.6373 -0.08 0.04 -0.06
H -1.6768 -3.1685 3.2062 -0.01 0.04 0.00
H -4.1406 -1.8796 0.7003 -0.25 0.17 -1.01
H 3.4032 0.1974 -3.1576 -0.01 -0.05 0.00
H -3.3950 -3.9823 0.8770 -0.01 0.04 -0.05
H 0.2696 -5.7947 1.8436 0.00 0.02 -0.04
H 0.8386 -3.2435 1.1751 0.10 0.03 0.11
H 5.4871 -2.5666 1.3591 -0.02 0.06 -0.01
H -5.2969 -3.4020 -1.8628 0.07 -0.01 0.06
H -5.1555 -1.1525 -3.0314 -0.02 -0.07 -0.03

***

6.
51
Properties=species:S:1:pos:R:3:forces:R:3 method="wB97M-V/def2-TZVPD" homo_lumo_gap_ev=7.1 lumo_ev=-3.29 homo_energy_ev=-10.4 total_charge=+1 largest_force_ev_per_a=1.23 spin_multiplicity=1 de_lowest_kj_mol=19.5
Ir 0.1345 0.3949 0.1915 0.83 0.91 -0.09
S 3.7480 1.1746 -2.1126 -0.03 -0.10 -0.08
S 1.7782 2.2658 0.0376 -0.41 -0.36 0.20
F -1.0913 0.8199 -1.8250 -0.04 0.14 0.15
F -3.7240 -2.4653 0.3706 0.02 -0.02 -0.01
F -3.1519 1.3088 -3.4927 0.03 0.02 0.02
F -5.7554 -1.8869 -1.2465 0.00 -0.06 0.01
N -1.1887 -1.1155 0.0244 -0.23 -0.20 -0.53
N -2.9592 2.0135 2.5431 0.11 0.12 0.05
N 1.6669 0.0184 -1.1780 -0.50 -0.65 0.05
N -1.1898 1.4330 1.4158 -0.10 -0.61 0.17
N 0.9712 -0.8810 1.6258 -0.23 0.82 -0.61
C -4.5045 -0.3071 -2.4441 -0.06 0.01 -0.01
C 0.4462 -2.2339 1.2618 0.10 -0.39 0.19
C 2.1892 -0.8951 -2.0855 -0.08 -0.02 0.05
C 2.3604 1.1224 -1.0933 0.49 0.23 -0.25
C 1.6813 -2.1540 -2.3853 -0.07 0.00 0.03
C -2.4625 1.1598 1.6376 -0.07 0.00 0.03
C -4.6003 -1.2535 -1.4448 0.07 0.01 -0.06
C -0.8613 2.5083 2.2178 0.00 -0.01 -0.07
C -2.2509 0.0714 -1.7319 -0.04 0.06 0.12
C 3.5260 -2.4636 -3.9183 -0.02 0.00 0.01
C 2.3608 -2.9315 -3.3035 0.02 0.01 -0.01
C -3.5360 -1.5609 -0.6138 -0.14 -0.07 0.03
C 2.4481 -0.8769 1.5249 0.27 -0.08 0.29
C -1.9579 2.8769 2.9234 -0.05 -0.01 0.01
C 4.0298 -1.2085 -3.6295 0.02 0.04 0.00
C 3.3516 -0.4280 -2.7013 0.04 0.07 0.02
C -1.0299 -2.1689 0.9930 -0.40 0.15 0.20
C -2.2989 -0.9180 -0.7356 0.29 0.06 -0.04
C 0.5744 -0.4995 2.9959 0.03 -0.03 0.22
C -3.3002 0.3604 -2.5687 -0.04 0.07 -0.02
H -2.1062 3.6587 3.6461 -0.03 0.00 -0.02
H -1.3886 -3.1374 0.6400 0.08 0.01 -0.06
H -3.0314 0.3736 1.1708 -0.01 0.03 0.02
H -5.3441 -0.0778 -3.0829 0.01 -0.01 -0.01
H -0.5028 -0.5722 3.1102 0.00 0.01 -0.03
H 4.0412 -3.0923 -4.6314 -0.01 0.02 -0.01
H 1.9862 -3.9141 -3.5566 -0.01 0.01 0.01
H -3.9074 2.0264 2.8804 -0.03 -0.02 -0.04
H 0.1265 2.9336 2.2210 -0.01 0.00 0.00
H 2.7512 -1.1425 0.5190 -0.02 -0.08 0.04
H 0.8830 0.5245 3.1914 0.06 -0.03 -0.05
H 0.6638 -2.9558 2.0542 0.17 0.16 0.09
H -1.5821 -1.9539 1.9192 0.02 -0.15 0.05
H 0.9690 -2.5431 0.3577 0.04 0.03 0.03
H 2.8683 -1.6007 2.2271 -0.09 -0.01 0.04
H 1.0553 -1.1634 3.7176 0.02 -0.04 -0.05
H 2.8237 0.1155 1.7639 -0.05 0.01 0.00
H 4.9257 -0.8419 -4.1122 0.01 -0.03 0.00
H 0.7684 -2.4912 -1.9092 -0.01 -0.01 -0.07

***

7.
23
Properties=species:S:1:pos:R:3:forces:R:3 method="wB97M-V/def2-TZVPD" homo_lumo_gap_ev=11.1 lumo_ev=-7.08 homo_energy_ev=-18.2 total_charge=+2 largest_force_ev_per_a=5.99 spin_multiplicity=1 de_lowest_kj_mol=250.2
O -1.3810 -2.6171 -2.1264 2.33 -0.34 2.23
N 0.9391 -1.1426 -1.8841 2.28 0.25 1.13
N -0.8472 0.0384 2.8437 2.45 -1.02 5.38
N 0.6561 1.4860 1.7096 0.42 -0.49 2.47
C 0.2416 0.8085 2.8549 -0.35 2.22 -2.31
C 0.5824 1.0085 -0.7731 1.19 1.39 -0.85
C 0.0298 1.8499 0.4029 -1.38 1.61 -0.38
C 0.0131 -0.3929 -1.0106 -3.21 2.11 2.12
H 0.4924 1.6759 -1.7205 -0.17 -1.28 1.40
H 1.0575 -0.7510 -2.8159 0.05 0.74 -0.08
H 0.7556 1.1364 3.8378 -0.54 -1.35 -1.76
H 0.3725 3.0110 0.2539 -1.11 -2.95 0.23
H -1.0312 -0.1224 -1.3447 1.30 -1.08 -1.44
H -1.3735 -3.2814 -1.3878 -0.76 0.67 -1.50
H 1.9411 -1.2979 -1.4629 -2.22 0.74 -0.74
H -1.4951 0.0096 2.1294 -1.38 -0.16 -1.82
H -2.1467 -2.6524 -2.6562 -1.58 -0.62 -0.72
H 0.6253 -2.0451 -2.1026 -1.34 -2.12 -0.19
H -1.1732 1.8349 0.4194 2.76 0.04 0.26
H 1.6769 0.9213 -0.6613 -0.20 0.21 0.28
H -0.4527 -0.8912 -0.0673 2.29 -0.03 -1.30
H -1.0517 -0.5685 3.7633 0.36 2.07 -2.83
H 1.5689 1.9821 1.7986 -1.19 -0.58 0.41

***

8.
30
Properties=species:S:1:pos:R:3:forces:R:3 method="wB97M-V/def2-TZVPD" homo_lumo_gap_ev="6.8 / 6.8" lumo_ev="-9.24 / -9.28" homo_energy_ev="-16.0 / -16.0" total_charge=+2 largest_force_ev_per_a=0.61 spin_multiplicity=2 s2=0.756
Re -1.8346 0.5583 -2.0261 0.25 -0.01 -0.56
Cl -1.3298 0.6315 -4.4836 0.04 -0.03 0.05
Cl -2.8591 2.5478 -3.1289 -0.01 0.02 0.04
S -0.7120 0.8749 0.4321 -0.02 -0.02 -0.01
O -1.4713 1.6009 1.3770 0.05 -0.02 0.08
O -4.7762 -1.8343 -0.9251 -0.05 -0.07 0.03
O -0.4768 1.5546 -0.9500 -0.13 0.05 0.17
O -3.4205 -0.3324 -2.0069 -0.19 -0.05 0.29
N -1.6937 -0.2570 -0.3216 0.09 -0.08 0.10
C 1.8462 0.0489 0.1577 -0.01 -0.07 -0.07
C 0.8324 0.0053 2.3910 -0.03 0.06 0.08
C -3.8099 -1.1971 -0.8660 0.23 0.20 -0.18
C 4.4014 -1.2226 2.6387 0.03 -0.01 0.00
C -2.3016 2.1155 -4.7765 -0.01 0.00 0.01
C -2.7660 -1.0529 0.2403 -0.17 -0.04 0.07
C 2.0097 -0.4962 2.8971 0.05 -0.01 -0.03
C 3.1165 -0.7222 2.0686 -0.07 0.03 -0.01
C 3.0125 -0.4386 0.6978 0.00 0.00 0.02
C 0.7612 0.2667 1.0161 -0.08 0.07 -0.08
H 4.2429 -1.7681 3.5663 0.00 0.00 0.00
H 5.0525 -0.3724 2.8599 0.00 0.00 0.00
H 3.8685 -0.6000 0.0561 0.00 0.00 0.00
H 1.7792 0.2774 -0.8968 0.02 0.00 0.00
H -0.0080 0.2118 3.0406 0.01 -0.01 0.00
H -2.4300 -2.0484 0.5323 -0.01 0.00 0.00
H -1.6632 2.9000 -5.1699 -0.01 0.00 -0.01
H 4.9277 -1.8608 1.9309 0.00 0.00 0.00
H -3.1530 1.8723 -5.4044 0.01 0.00 0.00
H -3.2302 -0.5573 1.0975 0.02 -0.01 0.02
H 2.0850 -0.7056 3.9558 0.00 0.00 0.00